Entry 1:
C5H11N2O3 | ωB97M-V with the def2-TZVPD basis set

Its net charge is +1. As for the HOMO energy: -14.5448 eV. As for the SMILES: CO/C(C)=[NH+]\C(=O)[C@H](N)O. The value obtained for the frontier orbital gap is 10.74 eV.

Atoms and positions in Å:
C  1.261065  -2.104412  -0.419606
O  1.769588  -0.763529  -0.103807
C  1.188168  0.063092  0.627420
C  1.919477  1.344703  1.027658
N  -0.056608  -0.048120  1.223984
C  -1.096004  -0.945902  0.719500
O  -1.366532  -1.954823  1.282557
C  -1.902593  -0.192694  -0.397762
N  -1.043109  0.726853  -1.016728
O  -3.015165  0.304238  0.414024
H  0.412512  -1.950375  -1.101810
H  0.951054  -2.781806  0.388799
H  2.089178  -2.637860  -0.955224
H  2.888632  1.437108  0.573623
H  2.138706  1.497666  2.070812
H  1.203928  2.095788  0.673577
H  -0.355104  0.648951  1.769674
H  -2.347373  -1.018343  -1.087175
H  -1.358130  0.956991  -1.936309
H  -1.122600  1.576009  -0.423608
H  -3.861746  0.010505  0.073364

Cartesian forces, eV/Å:
C 0.095 -1.025 -1.595
O 0.383 -1.543 -0.188
C -2.186 2.121 3.903
C -0.749 -0.481 -1.204
N 4.565 -4.279 -4.024
C -1.339 0.403 0.349
O 0.235 0.241 -0.664
C -2.047 -3.762 0.642
N -0.461 1.221 0.754
O 1.466 0.568 -0.678
H 0.379 -0.189 0.103
H 0.234 1.048 0.427
H -0.723 0.926 0.405
H 0.160 -0.024 -0.744
H -0.592 -0.447 0.645
H 0.619 0.424 0.145
H -1.144 3.382 2.633
H 1.093 1.547 0.787
H -0.221 0.311 -0.608
H 0.352 -0.330 -0.883
H -0.119 -0.111 -0.204

=====

Entry 2:
C5H11N2OS | ωB97M-V with the def2-TZVPD basis set

Its net charge is +1. As for the HOMO energy: -13.4643 eV. The value obtained for the frontier orbital gap is 9.54 eV.

Atoms and positions in Å:
C  -0.198061  0.361725  0.490820
C  -0.567386  -1.516681  -0.669331
C  -0.856027  1.626551  1.119556
C  -0.813785  -2.470730  -1.764284
C  1.991181  1.626317  0.312364
N  -0.102793  -0.604288  1.463359
N  -0.964916  -0.298258  -0.574081
O  1.020940  0.488088  -0.304015
S  0.437769  -1.947382  0.652099
H  -0.147959  2.437826  1.101012
H  -1.347653  1.415479  2.039059
H  -1.592416  1.681039  0.238024
H  -1.172789  -2.031053  -2.770294
H  -1.419068  -3.309886  -1.575649
H  0.203685  -2.775941  -1.902958
H  1.296017  2.344844  0.699886
H  2.599573  1.832198  -0.526301
H  2.693831  1.054151  0.911400
H  0.612732  -0.280831  2.065408
H  -1.672875  0.366830  -1.006075

Cartesian forces, eV/Å:
C 1.010 2.042 -1.370
C -0.959 -0.928 -0.494
C -0.487 -1.320 -4.305
C 0.292 1.788 -2.222
C -1.297 -3.998 -1.452
N 0.156 -0.747 1.419
N -1.868 2.123 0.836
O 0.869 3.826 2.385
S -0.245 -2.504 -0.892
H -0.808 0.386 0.333
H -0.237 -0.046 0.587
H 0.325 1.573 1.951
H 0.582 -0.254 1.863
H -0.698 -0.975 0.789
H 0.591 -0.906 -0.741
H 1.175 0.484 0.160
H 0.082 1.115 -1.053
H -0.439 0.385 1.067
H 0.813 0.117 1.419
H 1.142 -2.161 -0.281

=====

Entry 3:
C5H11N2S | ωB97M-V with the def2-TZVPD basis set

Its net charge is +1. As for the HOMO energy: -14.0277 eV. The value obtained for the frontier orbital gap is 10.33 eV.

Atoms and positions in Å:
C  0.473593  0.138117  0.022484
C  -1.527993  -1.444968  0.235442
C  -1.909528  0.141898  0.122200
C  -0.593264  2.253941  -0.054239
C  2.994783  -0.872041  -0.204211
N  -0.033424  -1.544268  0.222690
N  -0.616353  0.780833  0.042677
S  2.088787  0.683258  0.049749
H  -2.031891  -1.825975  1.184041
H  -1.814245  -1.928289  -0.674080
H  -2.679874  0.538419  -0.582654
H  -2.157621  0.340422  1.171442
H  -0.780803  2.850747  0.883969
H  -1.482460  2.427935  -0.624706
H  0.406037  2.607865  -0.429225
H  2.341210  -1.703643  0.305465
H  4.010401  -0.615890  0.271547
H  3.042750  -0.992955  -1.261425
H  0.269886  -1.835412  -0.681166

Cartesian forces, eV/Å:
C -0.953 -5.450 1.160
C 0.043 1.730 -0.107
C 0.444 -2.005 2.084
C 0.327 0.781 0.838
C -0.465 -0.380 2.134
N 0.882 4.632 0.492
N 0.553 2.714 -0.519
S -0.753 0.051 0.072
H 1.080 0.169 -1.457
H -0.889 -0.622 -0.144
H 0.900 -0.548 0.383
H -0.937 0.412 -0.408
H 0.297 -1.303 -0.356
H 0.066 0.896 -1.033
H -1.349 -0.341 -0.203
H 1.845 1.471 -0.783
H -1.569 -0.987 -0.728
H 0.400 -0.402 -0.651
H 0.079 -0.817 -0.774

=====

Entry 4:
C5H11N2S | ωB97M-V with the def2-TZVPD basis set

Its net charge is +1. As for the HOMO energy (spin up / spin down): -13.6437 / -13.6449 eV. The value obtained for the frontier orbital gap (spin up / spin down) is 8.99 / 8.99 eV.

Atoms and positions in Å:
C  -0.694359  -0.463325  -0.653042
C  1.460183  0.862815  -0.681954
C  1.531159  0.135285  0.621645
C  2.047463  0.964047  1.789244
C  -2.992040  -0.820712  -1.432723
N  0.247282  -0.194162  1.139021
N  -1.912632  -1.004770  -0.452672
S  0.134172  0.264691  -1.805547
H  1.229543  1.950940  -0.404659
H  2.281617  0.756793  -1.406455
H  2.063902  -0.877749  0.477804
H  1.768736  0.495803  2.747293
H  1.472843  1.915662  1.567074
H  3.179737  1.152437  1.809568
H  -3.986990  -0.914799  -0.997583
H  -2.845173  -1.620936  -2.148047
H  -2.857729  0.185708  -1.904718
H  -0.125474  -0.965268  1.602379
H  -2.002241  -1.822459  0.133377

Cartesian forces, eV/Å:
C -1.946 -1.841 6.546
C -0.404 2.235 -0.586
C 1.513 -4.831 1.136
C 1.415 1.675 -0.458
C 0.554 0.365 -0.770
N -3.808 2.517 -6.254
N 1.766 1.362 -1.344
S 0.369 0.781 -0.521
H 0.341 -1.308 -1.036
H 0.409 0.393 1.035
H 0.032 1.625 0.034
H 0.059 0.421 -0.449
H 0.917 -0.675 1.295
H -1.685 -0.236 -0.276
H 0.294 0.119 0.263
H -0.404 0.094 -0.599
H -0.282 -0.963 0.354
H 0.647 -2.068 1.076
H 0.214 0.338 0.552

=====

Entry 5:
C5H11N2Si | ωB97M-V with the def2-TZVPD basis set

Its net charge is +1. As for the HOMO energy (spin up / spin down): -13.5325 / -13.5315 eV. The value obtained for the frontier orbital gap (spin up / spin down) is 8.40 / 8.40 eV.

Atoms and positions in Å:
C  -1.451455  -1.524500  0.270762
C  -1.891877  -0.254873  0.144100
C  -0.108144  -1.754072  0.678672
C  0.387403  0.370702  0.027928
C  1.428706  1.077547  0.813682
N  -1.326116  1.905773  0.539152
N  -0.933978  0.747548  0.262235
Si  0.857539  -0.113900  -1.803488
H  -2.090444  -2.357180  0.006651
H  -2.909790  0.068919  0.002239
H  0.199528  -1.448039  1.666599
H  0.452132  -2.570886  0.252389
H  1.771802  1.967721  0.280069
H  2.303604  0.442093  0.929681
H  1.072605  1.380894  1.799385
H  -0.592579  2.612618  0.553382
H  -0.257499  -0.923176  -2.277747
H  2.131546  -0.799411  -1.654382
H  0.957017  1.172221  -2.491306

Cartesian forces, eV/Å:
C -0.507 0.557 -0.151
C -0.710 -1.144 0.038
C 0.983 2.565 -0.607
C 0.841 -3.118 -0.057
C 0.049 0.285 0.117
N -0.822 0.079 0.433
N -0.133 1.051 -0.019
Si -0.395 0.229 0.875
H -0.156 0.015 -0.012
H -0.013 0.075 -0.045
H -0.068 -0.071 0.237
H 0.159 -0.094 -0.118
H 0.035 0.131 0.014
H 0.031 -0.059 -0.037
H 0.009 -0.008 0.045
H 0.444 -0.327 -0.216
H -0.060 -0.177 -0.223
H 0.234 -0.150 -0.096
H 0.079 0.160 -0.176

=====

Entry 6:
C5H11N3 | ωB97M-V with the def2-TZVPD basis set

Its net charge is 0. As for the HOMO energy: -7.2464 eV. The value obtained for the frontier orbital gap is 7.72 eV.

Atoms and positions in Å:
C  -0.632200  2.222913  -0.464051
C  -0.536952  1.007968  0.632118
C  -0.364401  -0.407079  0.090430
C  0.879024  -1.226506  -0.145156
C  2.239537  -0.857692  -0.161399
H  -1.421129  2.210537  -1.241293
H  -0.424146  3.191229  0.041323
H  0.177849  2.323031  -1.254487
H  0.266237  1.294351  1.212107
H  -1.536212  1.008611  1.282939
H  0.703382  -2.356336  -0.082971
H  2.985444  -1.674539  -0.486845
H  3.590838  0.820998  -0.343387
H  1.770898  1.126532  0.803465
H  -3.262946  -1.433091  -0.428053
H  -2.912683  0.232299  -0.194156
N  2.799441  0.306542  0.185725
N  -1.424318  -1.157433  -0.177913
N  -2.724777  -0.746429  0.132146

Cartesian forces, eV/Å:
C 1.536 -0.267 -0.819
C -3.365 0.428 -2.259
C -1.777 -1.910 -0.597
C 2.213 -0.140 0.857
C -2.075 -2.875 -1.214
H -0.576 0.082 1.357
H -1.163 -0.510 -0.089
H 0.096 -1.143 1.241
H 1.475 0.457 1.804
H 2.250 0.125 -1.221
H 0.090 1.931 -0.621
H -1.148 1.281 0.614
H -2.193 -1.315 1.107
H 4.488 -2.857 -2.830
H -0.068 1.097 0.682
H -0.036 -1.188 0.284
N -1.898 5.298 2.169
N 1.992 1.051 0.906
N 0.158 0.454 -1.372

=====

Let's list energy above the lowest of the compared OMol25 structures with the same formula, charge and spin in order: 49.7; 71.4; 66.6; 100.9; 19.8; 125.4 kcal/mol.